Density functional theory data (the ωB97M-V functional and the def2-TZVPD basis) for a molecular structure, C4H6Br2S.

```
! RIJCOSX wB97M-V def2-TZVPD def2/J DEFGRID3
* xyz 0 1
C 0.29549 0.07933 0.66445
C -0.30983 1.04960 1.61157
C 0.34293 -1.00727 -1.64492
C -0.14213 0.11611 -0.76316
S 1.40441 -1.01171 1.13658
Br -2.12634 0.17396 -0.83952
Br 0.50693 1.84759 -1.52418
H -1.24375 0.63632 2.00144
H -0.54524 1.99855 1.13102
H 0.35706 1.21583 2.45440
H -0.02673 -0.87928 -2.66081
H 1.43197 -1.02382 -1.66471
H -0.01268 -1.96126 -1.25617
*
```

Output
LUMO energy: -0.95 eV
E_tot: -155165.119 eV
HOMO-LUMO gap: 8.1539 eV

Atomic partial charges in e from the Löwdin method, atoms 1 to 8: C -0.9313; C -0.1872; C -0.2646; C -1.2108; S 0.8043; Br 0.6905; Br 0.6800; H 0.0791

Density functional theory data (the ωB97M-V functional and the def2-TZVPD basis) for 2 unconnected molecules or ions with the total composition C5H9N at a distorted geometry.

```
! RIJCOSX wB97M-V def2-TZVPD def2/J DEFGRID3
* xyz 0 1
C 1.21731 -1.96592 0.48520
C 1.57599 -0.88022 -0.47891
C 1.85625 0.35127 -0.14143
C 2.19915 1.69962 -0.30263
N 2.04407 1.34654 0.91382
H 1.54636 -1.70933 1.48852
H 1.67846 -2.90405 0.18446
H 0.13702 -2.11253 0.49994
H 1.54872 -1.13175 -1.53214
H 2.43552 2.54332 -0.90714
C -2.04409 1.31370 0.15216
H -2.83084 0.75036 0.63373
H -2.04177 1.10865 -0.90836
H -1.09039 1.03635 0.58304
H -2.22139 2.36754 0.32244
*
```

Output
LUMO energy: 0.95 eV
E_tot: -6817.864 eV
HOMO-LUMO gap: 9.6546 eV

Atomic partial charges in e from the Löwdin method, atoms 1 to 8: C -0.1077; C -0.1642; C -0.2795; C -0.0399; N 0.1887; H 0.0721; H 0.0647; H 0.0674

Density functional theory data (the ωB97M-V functional and the def2-TZVPD basis) for a molecular structure, C33H39FN4P2V at a distorted geometry.

```
! RIJCOSX wB97M-V def2-TZVPD def2/J DEFGRID3
* xyz 0 4
V -0.71504 4.18428 2.43225
C 1.44123 4.16676 1.87450
C 0.74446 3.57381 0.82658
C 0.66419 2.07790 0.57052
C -0.57932 1.41364 1.21034
C -0.95114 1.97354 2.56541
C -0.06665 2.34887 3.57115
C 1.44288 2.18496 3.50850
C 2.17387 3.44461 2.98341
C -2.44792 4.49893 3.53405
H 1.69171 5.22104 1.77234
H 0.47137 4.21452 -0.00865
H 1.57868 1.59371 0.92404
H 0.62709 1.91042 -0.51086
H -1.43897 1.56515 0.54867
H -0.42687 0.32544 1.27639
H -1.99475 1.83997 2.84451
H -0.48653 2.51358 4.56069
H 1.69411 1.31553 2.89473
H 1.81222 1.96615 4.51588
H 2.29250 4.15318 3.81015
H 3.19019 3.17583 2.65679
H -2.45049 5.49172 3.99543
H -2.57320 3.74109 4.31801
H -3.30961 4.44214 2.85605
P -1.25023 -3.98864 -0.89038
P 0.43877 -2.20279 -2.90067
N -0.86319 -4.56149 0.71322
N -2.52033 -5.05701 -1.38857
N 2.03032 -2.05949 -2.23034
N 0.66883 -1.72017 -4.56301
C 0.17053 -4.74701 -1.80603
C 0.37160 -4.03704 -3.15119
C -0.51646 -3.66163 1.72054
C 0.01320 -4.37002 2.77233
C -0.00484 -5.75122 2.40702
C -0.53656 -5.84326 1.14138
C -3.84627 -4.62130 -1.42232
C -4.64595 -5.68204 -1.76253
C -3.79586 -6.81576 -1.94512
C -2.50417 -6.41564 -1.70992
C 2.35468 -0.99709 -1.38451
C 3.68801 -1.07750 -1.07409
C 4.21423 -2.22261 -1.74713
C 3.18941 -2.80640 -2.44903
C 1.72312 -1.99289 -5.42727
C 1.32160 -1.68308 -6.70615
C -0.02734 -1.21669 -6.63824
C -0.40515 -1.24837 -5.31732
H -0.05460 -5.81186 -1.93657
H 1.08795 -4.66939 -1.21565
H 1.30905 -4.33648 -3.63422
H -0.44958 -4.29883 -3.82459
H -0.68478 -2.60419 1.57855
H 0.35683 -3.95191 3.70826
H 0.31649 -6.58485 3.01685
H -0.72698 -6.69902 0.51297
H -4.07656 -3.58953 -1.20010
H -5.72029 -5.65292 -1.87868
H -4.10142 -7.81404 -2.22723
H -1.58066 -6.97195 -1.75500
H 1.58935 -0.29355 -1.09125
H 4.22955 -0.39976 -0.42920
H 5.23379 -2.58175 -1.71103
H 3.18132 -3.68848 -3.07047
H 2.66183 -2.36663 -5.05007
H 1.93425 -1.76013 -7.59436
H -0.63832 -0.87868 -7.46345
H -1.33140 -0.98458 -4.82807
F -0.17862 10.44056 2.43241
C -0.28311 9.08910 2.40646
C 0.42615 8.31718 3.33175
C 0.30920 6.92579 3.31162
C -0.50955 6.30071 2.36371
C -1.22075 7.06984 1.43976
C -1.10660 8.46569 1.46060
H 1.05900 8.79460 4.06925
H 0.84493 6.32656 4.03606
H -1.86677 6.58648 0.71980
H -1.66163 9.06439 0.75034
*
```

Output
LUMO energy (alpha / beta): 0.09 / -0.49 eV
E_tot: -87792.037 eV
HOMO-LUMO gap (alpha / beta): 7.8529 / 7.5299 eV

Atomic partial charges in e from the Löwdin method, atoms 1 to 8: V 0.8121; C -0.2080; C -0.1756; C -0.1835; C -0.1738; C -0.2085; C -0.1748; C -0.1678

Density functional theory data (the ωB97M-V functional and the def2-TZVPD basis) for a single C2H4N2O2 molecule at a distorted geometry.

```
! RIJCOSX wB97M-V def2-TZVPD def2/J DEFGRID3
* xyz 0 1
N 1.89721 -0.38552 0.02618
N 1.36915 0.98620 0.01973
C 0.13516 0.83212 0.11978
O -0.41561 -0.29476 0.46961
C -1.78294 -0.37814 0.04557
O -2.54065 0.55893 -0.05558
H 2.83892 -0.48822 -0.22423
H 1.12798 -1.09647 -0.37173
H -0.47625 1.76312 0.27800
H -2.15296 -1.49726 -0.30733
*
```

Output
LUMO energy: 0.59 eV
E_tot: -9211.125 eV
HOMO-LUMO gap: 9.4730 eV

Atomic partial charges in e from the Löwdin method, atoms 1 to 8: N -0.0223; N 0.0431; C -0.3704; O -0.0266; C -0.2259; O 0.0802; H 0.0364; H 0.1381

Density functional theory data (the ωB97M-V functional and the def2-TZVPD basis) for a molecular structure, C16H29BN8O4PRuS4 at a distorted geometry.

```
! RIJCOSX wB97M-V def2-TZVPD def2/J DEFGRID3
* xyz -1 1
Ru 0.71427 -0.28706 -0.36574
C -3.77388 3.05567 -2.74333
C -2.33613 2.93446 -2.26648
O -2.24161 2.18441 -1.05194
P -2.09861 0.58714 -1.03448
S -1.70751 0.15700 0.87693
S -1.11269 -0.12271 -2.60444
O -3.68401 0.19811 -1.24916
C -4.05886 -1.14709 -1.51166
C -5.09515 -1.16471 -2.61954
H -3.82357 3.72460 -3.60497
H -4.40485 3.45468 -1.94745
H -4.15794 2.07616 -3.02332
H -1.92362 3.91754 -2.03646
H -1.71166 2.46610 -3.02886
H -4.46663 -1.58187 -0.59143
H -3.18339 -1.72843 -1.81277
H -5.95574 -0.55560 -2.33913
H -5.42329 -2.18869 -2.80783
H -4.65313 -0.75817 -3.52956
C 0.30021 1.03558 3.95942
N 1.53661 1.44583 3.34117
C 2.18172 2.64611 3.53353
C 3.23811 2.64886 2.69479
N 3.24801 1.47301 1.98442
B 4.24568 1.30710 0.77364
N 4.44910 -0.19423 0.47495
C 5.16444 -1.05673 1.27104
C 4.95011 -2.31757 0.84296
N 4.09761 -2.22566 -0.23799
C 3.44462 -3.32172 -0.91505
C 3.77892 -0.92011 -0.43925
S 2.80845 -0.38856 -1.74448
C 2.18833 0.74183 2.37773
S 1.73087 -0.86004 1.96271
H -0.02256 1.81863 4.64292
H 0.43966 0.09854 4.49842
H -0.45736 0.88124 3.19340
H 1.83942 3.37158 4.25007
H 3.98792 3.40047 2.52150
H 3.77448 1.84224 -0.18736
H 5.30402 1.78463 1.11766
H 5.75996 -0.69024 2.08877
H 5.31275 -3.26238 1.20772
H 3.84254 -4.25859 -0.52751
H 3.61259 -3.25530 -1.98816
H 2.37067 -3.27504 -0.73453
N -3.46860 -4.98342 0.94142
C -2.64060 -3.89384 0.81580
N -3.03902 -2.75530 1.41578
N -1.53988 -4.04672 0.15326
C -0.72737 -3.09312 -0.21648
N 0.07106 -2.38139 -0.66975
H -4.02978 -4.98472 1.77850
H -2.99236 -5.85470 0.76767
H -4.02609 -2.63098 1.57243
H -2.56969 -1.89950 1.09483
C 1.09624 3.79563 -1.65393
O 0.74189 2.41688 -1.71880
C 0.70011 1.78147 -0.52435
O 0.83143 2.43422 0.50393
H 1.09802 4.15445 -2.68109
H 2.08619 3.90205 -1.20734
H 0.37958 4.34794 -1.04273
*
```

Output
LUMO energy: 2.35 eV
E_tot: -93068.866 eV
HOMO-LUMO gap: 5.8590 eV

Atomic partial charges in e from the Löwdin method, atoms 1 to 8: Ru 0.4399; C -0.0769; C -0.3060; O -0.3356; P -0.0717; S 0.3830; S 0.3451; O -0.3704

Density functional theory data (the ωB97M-V functional and the def2-TZVPD basis) for a molecular structure, C10H20N2PSTc at a distorted geometry.

```
! RIJCOSX wB97M-V def2-TZVPD def2/J DEFGRID3
* xyz 1 4
C -3.49963 -0.73098 -1.30314
C -4.53018 -0.16186 -2.05677
C -4.84982 1.20137 -1.93832
C -4.11131 1.96836 -1.00662
C -3.11552 1.37791 -0.19899
Tc -2.10301 0.61180 -1.67593
P -0.89472 -1.43073 -1.52543
H -3.47893 -1.82196 -1.13121
H -5.17605 -0.78590 -2.67782
H -5.75724 1.59614 -2.39998
H -2.83999 1.85004 0.75628
H -4.43798 3.00236 -0.84073
H 0.26739 -1.46110 -2.33536
H -1.54364 -2.56668 -2.11815
H -0.49963 -2.04574 -0.30332
C 2.50730 -2.19078 0.67067
C 3.03801 -0.99980 -0.09120
N 1.99949 0.00525 -0.45639
C 1.02465 0.42306 0.36353
S -0.31676 1.36161 -0.20722
N 1.14426 0.20295 1.70442
C 2.40899 0.56561 2.45023
C 3.09387 1.82810 1.98188
H 1.96937 -1.88404 1.57104
H 3.35091 -2.82022 0.96997
H 1.83350 -2.78344 0.04481
H 3.82915 -0.48837 0.46920
H 3.50027 -1.33586 -1.02708
H 1.85140 0.19812 -1.44346
H 0.30700 0.47003 2.21626
H 2.11194 0.68242 3.50125
H 3.07039 -0.30425 2.39616
H 2.43146 2.69399 2.08312
H 3.96992 2.01378 2.61064
H 3.44516 1.75880 0.94764
*
```

Output
LUMO energy (alpha / beta): -3.65 / -3.89 eV
E_tot: -35985.635 eV
HOMO-LUMO gap (alpha / beta): 5.9495 / 7.5493 eV

Atomic partial charges in e from the Löwdin method, atoms 1 to 8: C -0.2752; C -0.2233; C -0.1327; C -0.2172; C -0.2810; Tc 0.7525; P 0.7134; H 0.0399